(1)
Computed, not measured: a molecular structure, C29H25AuF6IN2O4PS2 at a distorted geometry, with ωB97M-V/def2-TZVPD.

Structure (XYZ):
```
71
C29H25AuF6IN2O4PS2 (ωB97M-V/def2-TZVPD)
Au 0.165 -0.286 -0.372
I -0.709 -0.493 2.140
C -1.944 -2.084 2.624
C -2.434 -1.940 3.884
C -3.243 -2.952 4.443
C -3.524 -4.054 3.703
C -3.026 -4.198 2.383
C -3.356 -5.356 1.640
C -2.910 -5.534 0.368
C -2.113 -4.541 -0.223
C -1.747 -3.405 0.471
P -0.657 -2.482 -0.610
C 0.943 -3.198 -0.635
C 1.898 -2.754 -1.572
C 3.181 -3.255 -1.522
C 3.526 -4.170 -0.530
C 2.592 -4.597 0.411
C 1.303 -4.106 0.376
C -1.485 -2.354 -2.172
C -2.644 -1.575 -2.232
C -3.345 -1.495 -3.421
C -2.894 -2.196 -4.537
C -1.744 -2.971 -4.471
C -1.019 -3.045 -3.291
C -2.203 -3.191 1.802
H -2.210 -1.058 4.476
H -3.627 -2.838 5.448
H -4.140 -4.846 4.109
H -3.986 -6.103 2.108
H -3.170 -6.418 -0.198
H -1.782 -4.696 -1.243
H 1.634 -2.023 -2.325
H 3.921 -2.925 -2.238
H 4.540 -4.550 -0.484
H 2.875 -5.309 1.174
H 0.578 -4.432 1.110
H -3.005 -1.043 -1.358
H -4.245 -0.898 -3.479
H -3.453 -2.144 -5.463
H -1.410 -3.525 -5.339
H -0.131 -3.662 -3.235
C 2.607 1.001 -4.794
C 1.099 0.712 -4.831
C 0.320 1.931 -5.357
C 0.809 -0.529 -5.686
C 0.616 0.434 -3.456
N 0.244 0.221 -2.391
H 2.925 1.195 -5.819
H 3.166 0.146 -4.413
H 2.834 1.870 -4.182
H 0.654 2.127 -6.375
H 0.517 2.816 -4.752
H -0.755 1.743 -5.375
H 1.059 -0.291 -6.720
H -0.241 -0.806 -5.641
H 1.421 -1.378 -5.375
F 4.380 0.016 2.083
C 3.111 0.102 2.411
F 2.471 -0.976 1.930
F 2.971 0.121 3.723
S 2.379 1.689 1.731
O 1.023 1.309 1.227
O 2.392 2.586 2.829
N 3.305 2.130 0.564
S 3.214 1.354 -0.805
O 2.591 2.121 -1.844
O 2.736 -0.028 -0.638
C 4.986 1.196 -1.265
F 5.699 0.733 -0.258
F 5.047 0.330 -2.281
F 5.442 2.367 -1.654
```

Results
Charge ... +2
Kohn-Sham gap ... 0.2066 Eh
HOMO level ... -14.672 eV



(2)
Computed, not measured: a molecular structure, C26H31FeN2O5PS, with ωB97M-V/def2-TZVPD.

Structure (XYZ):
```
67
C26H31FeN2O5PS (ωB97M-V/def2-TZVPD)
Fe -0.009 -0.043 0.340
O -0.510 0.912 2.335
C 0.712 1.196 3.032
C 1.583 2.129 2.212
N 1.914 1.563 0.911
C 3.112 0.740 0.903
C 2.837 -0.774 0.907
O 3.767 -1.542 1.069
O 1.610 -1.112 0.689
C 1.775 2.517 -0.179
C 0.300 2.897 -0.366
O -0.019 4.051 -0.584
O -0.511 1.889 -0.290
H -0.876 1.748 2.014
H 1.199 0.232 3.183
H 0.490 1.629 4.009
H 2.485 2.384 2.784
H 1.037 3.066 2.060
H 3.760 0.956 1.758
H 3.708 0.946 0.012
H 2.099 2.032 -1.103
H 2.363 3.431 -0.041
N -2.604 0.217 -0.421
C -2.975 -0.352 -1.666
C -4.319 -0.521 -1.999
C -4.686 -1.018 -3.237
C -3.716 -1.329 -4.183
C -2.382 -1.186 -3.849
C -1.992 -0.746 -2.583
P -0.232 -0.735 -2.104
C 0.337 -2.450 -2.328
C -0.464 -3.513 -2.739
C 0.056 -4.800 -2.803
C 1.381 -5.036 -2.470
C 2.189 -3.982 -2.064
C 1.669 -2.701 -1.984
C 0.537 0.185 -3.477
C 0.331 1.567 -3.516
C 0.890 2.326 -4.531
C 1.665 1.718 -5.510
C 1.873 0.348 -5.476
C 1.310 -0.419 -4.464
H -3.406 0.334 0.185
H -2.154 1.128 -0.551
H -5.081 -0.226 -1.286
H -5.736 -1.135 -3.475
H -3.999 -1.683 -5.165
H -1.616 -1.435 -4.576
H -1.502 -3.348 -2.998
H -0.580 -5.618 -3.117
H 1.783 -6.040 -2.521
H 3.220 -4.155 -1.783
H 2.297 -1.896 -1.625
H -0.274 2.044 -2.755
H 0.723 3.395 -4.552
H 2.106 2.314 -6.299
H 2.476 -0.130 -6.238
H 1.479 -1.488 -4.441
C 0.093 -3.617 1.245
S -1.093 -2.271 1.397
C -2.431 -2.990 0.427
H 0.305 -3.813 0.194
H -0.306 -4.506 1.730
H 1.016 -3.300 1.724
H -2.763 -3.919 0.891
H -2.107 -3.185 -0.594
H -3.261 -2.288 0.412
```

Results
⟨S²⟩ ... 6.012
Kohn-Sham gap (spin up / spin down) ... 0.3172 / 0.3261 Eh
HOMO level (spin up / spin down) ... -8.148 / -8.395 eV
Spin multiplicity ... 5



(3)
Computed, not measured: a molecular structure, C39H36AsGeN4O3S4W at a distorted geometry, with ωB97M-V/def2-TZVPD.

Structure (XYZ):
```
89
C39H36AsGeN4O3S4W (ωB97M-V/def2-TZVPD)
W -1.132 1.148 -0.702
N -0.603 -0.806 0.660
N 0.778 -0.870 0.986
C 1.614 0.126 0.703
N 2.835 0.058 1.237
S 1.225 1.452 -0.335
H -1.140 -0.866 1.531
H -0.813 -1.661 0.137
H 1.059 -1.613 1.613
H 3.139 -0.717 1.804
H 3.536 0.698 0.900
S -0.605 2.047 -5.246
C -0.528 1.292 -3.903
N -0.424 0.760 -2.819
O -4.156 3.510 -1.698
S -3.144 2.561 -1.419
O -2.882 2.247 0.053
O -1.721 2.905 -1.818
S -3.325 0.635 -1.975
C 2.172 0.322 4.853
C 1.041 -0.470 4.708
C -0.019 -0.034 3.922
C 0.059 1.189 3.256
C 1.197 1.981 3.410
C 2.245 1.550 4.213
As -1.334 1.801 2.037
C -1.335 3.693 2.360
C -0.677 4.440 1.388
C -0.568 5.816 1.520
C -1.127 6.437 2.627
C -1.789 5.691 3.594
C -1.897 4.315 3.469
C -2.875 0.950 2.834
C -3.773 0.240 2.039
C -4.851 -0.410 2.626
C -5.040 -0.346 3.998
C -4.143 0.353 4.793
C -3.056 0.991 4.218
H 2.984 -0.009 5.487
H 0.971 -1.413 5.236
H -0.921 -0.636 3.859
H 1.261 2.943 2.915
H 3.116 2.179 4.344
H -0.266 3.914 0.532
H -0.064 6.395 0.759
H -1.055 7.511 2.732
H -2.230 6.186 4.448
H -2.428 3.743 4.219
H -3.654 0.215 0.961
H -5.549 -0.953 2.004
H -5.886 -0.842 4.451
H -4.289 0.399 5.864
H -2.341 1.506 4.851
C -0.599 -0.474 -2.087
Ge 0.902 -1.705 -2.523
C 0.642 -2.032 -4.423
C 1.731 -2.454 -5.185
C 1.585 -2.726 -6.536
C 0.349 -2.574 -7.144
C -0.741 -2.153 -6.400
C -0.595 -1.887 -5.046
C 2.674 -0.934 -2.335
C 3.028 0.081 -3.228
C 4.267 0.697 -3.149
C 5.184 0.292 -2.191
C 4.860 -0.733 -1.316
C 3.610 -1.336 -1.386
C 0.591 -3.300 -1.439
C 1.608 -4.169 -1.045
C 1.329 -5.292 -0.278
C 0.026 -5.572 0.103
C -1.004 -4.741 -0.307
C -0.721 -3.620 -1.077
H -1.490 -0.990 -2.453
H 2.706 -2.561 -4.723
H 2.439 -3.053 -7.114
H 0.236 -2.781 -8.199
H -1.706 -2.029 -6.873
H -1.462 -1.556 -4.488
H 2.333 0.393 -4.000
H 4.522 1.486 -3.843
H 6.156 0.761 -2.139
H 5.586 -1.075 -0.588
H 3.372 -2.132 -0.694
H 2.627 -3.986 -1.357
H 2.131 -5.957 0.012
H -0.189 -6.451 0.695
H -2.028 -4.976 -0.047
H -1.551 -3.016 -1.433
```

Results
Charge ... +1
Kohn-Sham gap ... 0.2589 Eh
HOMO level ... -10.251 eV



(4)
Computed, not measured: a molecular structure, C44H60Br2N4O2Ti, with ωB97M-V/def2-TZVPD.

Structure (XYZ):
```
113
C44H60Br2N4O2Ti (ωB97M-V/def2-TZVPD)
Ti -0.757 -1.406 -0.802
C -1.029 -4.231 -2.258
N -0.164 -3.591 -1.247
C -0.344 -4.307 0.037
C 1.247 -3.652 -1.665
C 2.053 -2.639 -0.880
N 1.442 -1.303 -0.998
C 1.663 -0.768 -2.370
C 1.234 0.669 -2.613
C 1.987 1.415 -3.509
C 1.656 2.731 -3.800
C 0.585 3.267 -3.089
C -0.178 2.574 -2.156
C 0.119 1.216 -1.967
O -0.590 0.416 -1.142
C -1.256 3.383 -1.405
C -2.234 3.984 -2.424
C -0.563 4.525 -0.641
C -2.072 2.596 -0.373
C 2.420 3.593 -4.799
C 3.044 4.790 -4.068
C 3.531 2.807 -5.491
C 1.445 4.103 -5.872
C 2.053 -0.395 -0.008
C 1.715 -0.637 1.447
C 2.723 -0.300 2.341
C 2.523 -0.283 3.710
C 1.240 -0.601 4.148
C 0.201 -0.956 3.296
C 0.446 -1.009 1.909
O -0.532 -1.409 1.046
C -1.187 -1.248 3.874
C -1.614 -2.687 3.549
C -2.186 -0.226 3.312
C -1.223 -1.112 5.399
C 3.664 0.081 4.655
C 4.156 1.500 4.336
C 4.816 -0.916 4.461
C 3.233 0.038 6.122
H -0.729 -5.273 -2.412
H -0.940 -3.699 -3.206
H -2.064 -4.196 -1.922
H -0.121 -5.371 -0.100
H -1.377 -4.205 0.366
H 0.301 -3.898 0.811
H 1.293 -3.443 -2.733
H 1.648 -4.661 -1.518
H 3.093 -2.622 -1.226
H 2.068 -2.893 0.180
H 1.142 -1.428 -3.071
H 2.732 -0.836 -2.606
H 2.842 0.937 -3.971
H 0.331 4.305 -3.258
H -1.732 4.654 -3.122
H -3.008 4.555 -1.907
H -2.722 3.198 -3.004
H -0.016 5.194 -1.305
H 0.141 4.125 0.090
H -1.309 5.117 -0.108
H -2.647 1.797 -0.837
H -2.770 3.287 0.106
H -1.442 2.158 0.401
H 3.735 4.451 -3.294
H 2.282 5.409 -3.594
H 3.596 5.415 -4.771
H 4.285 2.459 -4.783
H 4.032 3.451 -6.215
H 3.132 1.946 -6.032
H 0.645 4.700 -5.436
H 0.994 3.266 -6.408
H 1.975 4.727 -6.594
H 1.759 0.620 -0.272
H 3.142 -0.447 -0.129
H 3.691 -0.028 1.934
H 1.042 -0.574 5.207
H -1.726 -2.844 2.478
H -2.565 -2.901 4.040
H -0.874 -3.393 3.933
H -2.236 -0.260 2.225
H -1.893 0.781 3.613
H -3.182 -0.421 3.719
H -0.557 -1.827 5.886
H -2.238 -1.314 5.744
H -0.957 -0.105 5.724
H 4.524 1.579 3.312
H 4.969 1.778 5.008
H 3.344 2.219 4.462
H 5.191 -0.903 3.437
H 4.480 -1.930 4.688
H 5.646 -0.672 5.126
H 2.435 0.753 6.329
H 4.086 0.300 6.750
H 2.897 -0.958 6.414
Br -5.743 2.001 -2.662
C -4.525 0.618 -2.320
C -3.494 0.353 -3.209
C -2.639 -0.679 -2.887
N -2.762 -1.441 -1.780
C -3.780 -1.183 -0.949
C -4.675 -0.153 -1.186
C -3.988 -2.137 0.164
C -4.702 -1.769 1.296
C -5.047 -2.754 2.198
Br -5.998 -2.298 3.755
C -4.671 -4.067 1.973
C -3.898 -4.312 0.847
N -3.561 -3.383 -0.040
H -3.367 0.928 -4.114
H -1.814 -0.908 -3.554
H -5.515 0.016 -0.526
H -4.974 -0.738 1.479
H -4.938 -4.862 2.653
H -3.544 -5.318 0.645
```

Results
Charge ... +1
⟨S²⟩ ... 0.753
Kohn-Sham gap (spin up / spin down) ... 0.2468 / 0.2535 Eh
HOMO level (spin up / spin down) ... -9.947 / -10.185 eV
Spin multiplicity ... 2